Record 1
This record from OMol25 describes C15H14N4OTi as an isolated structure. The level of theory is the ωB97M-V functional and the def2-TZVPD basis.

Its energy above the lowest of the compared OMol25 structures with the same formula, charge and spin is 0.0 kJ/mol. As for the lowest unoccupied orbital energy (alpha / beta): -9.63 / -9.63 eV. Its multiplicity is 1. Its molar mass is 314.17 u. As for the total charge: +2. The value obtained for the gap between HOMO and LUMO (alpha / beta) is 0.1730 / 0.1730 hartree. For the highest occupied orbital energy (alpha / beta), the calculation gives -14.343 / -14.343 eV.

Cartesian coordinates (Å):
Ti1 0.8460 -1.4955 -0.2524
C1 -3.1263 0.1144 0.0347
C2 -1.9050 -0.7409 -0.1486
N1 -0.7324 -0.3404 -0.4942
N2 -0.5386 1.0204 -0.5848
C3 0.6973 1.1860 -0.2207
O1 1.5025 0.3057 0.1390
C4 1.2930 2.5738 -0.1898
C5 2.6086 2.8563 0.2193
C6 3.0963 4.1676 0.2305
C7 2.2756 5.2208 -0.1678
C8 0.9690 4.9636 -0.5778
C9 0.4838 3.6513 -0.5882
C10 -1.9635 -2.1870 0.1068
C11 -3.1327 -2.9071 0.3045
C12 -3.0164 -4.2735 0.5501
C13 -1.7512 -4.8560 0.5936
C14 -0.6442 -4.0474 0.3844
N3 -0.7247 -2.7288 0.1388
H1 -2.9096 1.1776 -0.0877
H2 -3.5371 -0.0361 1.0371
H3 -3.8783 -0.1645 -0.7097
H4 3.2558 2.0405 0.5323
H5 4.1161 4.3537 0.5514
H6 2.6538 6.2378 -0.1593
H7 0.3213 5.7758 -0.8914
H8 -0.5359 3.4592 -0.9108
H9 -4.1044 -2.4337 0.2660
H10 -3.9033 -4.8791 0.7081
H11 -1.6263 -5.9149 0.7867
H12 0.3666 -4.4428 0.4096
N4 4.1076 -1.4955 -0.2524
C15 2.9408 -1.4955 -0.2524
H13 5.1040 -1.4955 -0.2524
H14 1.3901 -3.1699 -0.2524

Forces on atoms 1 to 6 (eV/Å):
0.899 -0.197 0.155
0.651 0.271 -0.038
-1.904 -0.318 0.087
-0.931 0.677 -0.030
0.635 -0.474 -0.125
-0.666 6.789 -0.799

Record 2
This record from OMol25 describes a 2-piece molecular cluster, C15H15BN2 overall. The level of theory is the ωB97M-V functional and the def2-TZVPD basis.

Its energy above the lowest of the compared OMol25 structures with the same formula, charge and spin is 0.0 kJ/mol. As for the lowest unoccupied orbital energy: -1.97 eV. Its multiplicity is 1. Its molar mass is 234.11 u. The value obtained for the gap between HOMO and LUMO is 0.2067 hartree. Its SMILES is CCn1c2ccccc2c2ccccc21.BC#N. For the highest occupied orbital energy, the calculation gives -7.598 eV.

Cartesian coordinates (Å):
C1 -2.8898 -0.0486 -0.0775
C2 -1.7154 0.7501 -0.5924
N1 -0.4462 0.0375 -0.5922
C3 0.5778 0.4023 -1.4708
C4 0.5811 1.3955 -2.4323
C5 1.7139 1.5290 -3.2414
C6 2.8168 0.6666 -3.0392
C7 2.8180 -0.3167 -2.0275
C8 1.6880 -0.4480 -1.2251
C9 1.3527 -1.2893 -0.0917
C10 2.0523 -2.2600 0.6303
C11 1.4405 -2.8443 1.7577
C12 0.1455 -2.4474 2.1621
C13 -0.5587 -1.4859 1.4309
C14 0.0345 -0.9257 0.3046
H1 -3.8121 0.2877 -0.5916
H2 -2.8494 -1.1317 -0.2641
H3 -3.0564 0.1042 0.9878
H4 -1.9029 1.0390 -1.6276
H5 -1.6177 1.6806 -0.0706
H6 -0.3062 2.0140 -2.5335
H7 1.7032 2.3047 -4.0138
H8 3.6706 0.8201 -3.7040
H9 3.7098 -0.9451 -1.8868
H10 3.0706 -2.5459 0.3347
H11 1.9692 -3.6043 2.3554
H12 -0.3033 -2.8877 3.0540
H13 -1.5605 -1.1881 1.7248
B1 -2.0949 2.8209 2.9294
C15 -1.1628 1.8006 3.5053
N2 -0.3989 0.9117 3.7920
H14 -1.5634 3.4640 2.0451
H15 -3.1057 2.3401 2.4681

Forces on atoms 1 to 6 (eV/Å):
-1.233 -0.183 -0.185
0.353 -0.733 -0.588
0.162 0.299 0.071
0.070 -1.145 0.856
-0.002 0.051 -0.312
-0.179 -0.484 0.580

Record 3
This record from OMol25 describes a 6-piece molecular cluster, C15H15F6O15 overall. The level of theory is the ωB97M-V functional and the def2-TZVPD basis.

Its energy above the lowest of the compared OMol25 structures with the same formula, charge and spin is 132.4 kJ/mol. As for the lowest unoccupied orbital energy: 2.39 eV. Its multiplicity is 1. Its molar mass is 549.26 u. As for the total charge: -1. The value obtained for the gap between HOMO and LUMO is 0.3691 hartree. For the highest occupied orbital energy, the calculation gives -7.654 eV.

Cartesian coordinates (Å):
F1 0.2665 0.1357 -0.0545
C1 1.7835 2.6367 1.4355
C2 2.4175 2.4357 0.0805
O1 3.7825 2.5367 0.3815
C3 4.0445 2.5477 1.7145
O2 5.1375 2.6097 2.2485
O3 2.8355 2.6637 2.3295
F2 1.9625 3.4027 -0.8465
H1 1.0275 2.0167 1.5455
H2 1.2385 3.6867 1.4125
H3 2.1435 1.4257 -0.3315
C4 3.7935 -0.9933 0.7545
C5 2.6965 -2.0413 0.4915
O4 3.0045 -2.8463 1.7065
C6 3.4735 -2.0223 2.6285
O5 3.4315 -2.3243 3.8415
O6 3.9315 -0.9833 2.2435
F3 3.0985 -2.6103 -0.5795
H4 3.6165 -0.0753 0.4395
H5 4.5585 -1.1623 0.2265
H6 1.7315 -1.7833 0.5305
C7 -2.3215 0.9247 -3.6305
C8 -2.0055 -0.3123 -2.8645
O7 -2.2445 -1.3323 -3.7515
C9 -2.5875 -0.9113 -4.9995
O8 -2.7905 -1.6923 -5.9525
O9 -2.5685 0.4607 -5.0015
F4 -2.7405 -0.6313 -1.7675
H7 -1.4115 1.5587 -3.6555
H8 -2.8805 1.6607 -3.0685
H9 -1.0475 -0.1543 -2.3725
C10 -1.8775 1.6707 1.5295
C11 -1.7305 2.4297 0.2125
O10 -1.7585 3.7457 0.5845
C12 -1.8135 3.8327 1.9405
O11 -1.8495 4.9277 2.5525
O12 -2.0715 2.6547 2.5205
F5 -2.8555 2.1607 -0.5225
H10 -1.0245 0.9847 1.7675
H11 -2.9245 1.0717 1.3955
H12 -0.8395 2.1807 -0.3065
C13 -1.6505 -3.0193 1.1805
C14 -1.0675 -3.4163 -0.1095
O13 -2.0915 -4.0263 -0.8875
C15 -3.2435 -4.0183 -0.1005
O14 -4.3565 -4.3543 -0.5625
O15 -2.9315 -3.6523 1.1415
F6 0.0775 -4.0513 -0.1735
H13 -1.5675 -2.1073 1.1805
H14 -1.0485 -3.3253 2.1015
H15 -0.7555 -2.5163 -0.5805

Forces on atoms 1 to 6 (eV/Å):
0.119 0.060 0.096
0.911 6.065 -2.167
-1.109 -0.847 -0.439
1.264 -0.263 -1.197
0.511 1.509 0.918
-2.721 -0.560 -1.479

Record 4
This record from OMol25 describes C15H15HoN as an isolated structure. The level of theory is the ωB97M-V functional and the def2-TZVPD basis.

Its energy above the lowest of the compared OMol25 structures with the same formula, charge and spin is 0.0 kJ/mol. As for the lowest unoccupied orbital energy (alpha / beta): 3.30 / 3.04 eV. Its multiplicity is 5. Its molar mass is 374.22 u. As for the total charge: -1. The value obtained for the gap between HOMO and LUMO (alpha / beta) is 0.1511 / 0.1486 hartree. For the highest occupied orbital energy (alpha / beta), the calculation gives -0.814 / -1.005 eV.

Cartesian coordinates (Å):
C1 -0.6800 1.4119 -0.9161
C2 0.6126 1.5495 -1.5436
C3 1.2520 2.6984 -0.9784
C4 0.3692 3.2699 0.0032
C5 -0.8284 2.4817 0.0365
Ho1 0.8965 0.9723 0.8692
N1 -0.0700 -1.1731 0.7144
C6 -0.7365 -3.5973 -0.3381
C7 0.4183 -4.0994 -0.8562
H1 2.1938 3.1245 -1.3128
H2 0.9955 0.9497 -2.3686
H3 0.5232 4.2121 0.5261
H4 -1.7487 2.7190 0.5707
H5 -1.4608 0.6985 -1.1967
H6 0.6865 -3.9474 -1.9039
H7 -1.5118 -3.1651 -1.0029
H8 -0.3203 -2.0618 0.2567
H9 1.0951 -4.6738 -0.2241
H10 -1.0386 -3.8169 0.6977
C8 -0.2953 -0.7529 1.8860
C9 -0.2403 0.1293 2.8406
C10 -0.1651 0.2093 4.2843
C11 -1.2354 0.6564 5.0834
C12 -1.1074 0.6908 6.4754
C13 0.0913 0.3091 7.0912
C14 1.1699 -0.1006 6.2981
C15 1.0422 -0.1762 4.9178
H11 -2.1546 0.9732 4.5930
H12 -1.9434 1.0225 7.0874
H13 0.1964 0.3597 8.1787
H14 2.1210 -0.3611 6.7645
H15 1.8731 -0.5124 4.2877

Forces on atoms 1 to 6 (eV/Å):
-0.170 1.546 -1.066
-0.952 1.017 0.026
-1.201 0.177 -0.210
-0.357 -0.154 -1.183
-0.023 0.345 -1.630
1.788 -2.168 2.137

Record 5
This record from OMol25 describes C15H15MoNO4SSeSi as an isolated structure. The level of theory is the ωB97M-V functional and the def2-TZVPD basis.

As for the lowest unoccupied orbital energy: -1.58 eV. Its multiplicity is 1. Its molar mass is 508.34 u. The value obtained for the gap between HOMO and LUMO is 0.2657 hartree. For the highest occupied orbital energy, the calculation gives -8.813 eV.

Cartesian coordinates (Å):
Mo1 0.9207 -0.0468 -1.2088
S1 0.9743 0.1522 1.3226
C1 2.6796 0.1745 0.9932
C2 3.7657 0.3626 1.8429
C3 5.0274 0.3164 1.2927
C4 5.2011 0.0899 -0.0760
C5 4.0871 -0.0893 -0.8555
N1 2.8677 -0.0521 -0.3064
H1 3.5971 0.5438 2.8952
H2 5.8960 0.4588 1.9241
H3 6.1838 0.0568 -0.5229
H4 4.1435 -0.2717 -1.9206
O1 -0.2018 2.2938 -4.2765
C6 0.2864 1.8635 -3.2890
O2 0.2423 0.5549 -2.9084
C7 1.0539 2.6853 -2.2251
O3 1.2373 3.8573 -2.2959
O4 1.4299 1.8715 -1.2408
Se1 0.9607 -2.2684 -1.5253
C8 -2.4988 -0.5083 -2.1240
Si1 -1.5989 0.0864 -0.6165
C9 -1.8840 1.8950 -0.3206
C10 -2.1805 -0.8794 0.8588
C11 -2.0273 -0.4047 2.1651
C12 -2.5218 -1.1174 3.2481
C13 -3.1832 -2.3214 3.0425
C14 -3.3450 -2.8102 1.7529
C15 -2.8434 -2.0953 0.6732
H5 -3.5735 -0.5011 -1.9129
H6 -2.2006 -1.5229 -2.3935
H7 -2.3009 0.1386 -2.9774
H8 -2.9554 2.0502 -0.1588
H9 -1.5770 2.5124 -1.1661
H10 -1.3433 2.2418 0.5626
H11 -1.5198 0.5368 2.3487
H12 -2.3906 -0.7332 4.2523
H13 -3.5722 -2.8776 3.8860
H14 -3.8615 -3.7476 1.5867
H15 -2.9750 -2.4953 -0.3266

Forces on atoms 1 to 6 (eV/Å):
0.414 -1.142 0.106
0.028 -0.039 -0.434
-0.125 0.003 0.061
-0.021 0.027 0.124
0.094 0.010 0.017
0.096 0.017 0.055

Record 6
This record from OMol25 describes C15H15N2O5Zr as an isolated structure. The level of theory is the ωB97M-V functional and the def2-TZVPD basis.

Its energy above the lowest of the compared OMol25 structures with the same formula, charge and spin is 16.7 kJ/mol. As for the lowest unoccupied orbital energy: -5.02 eV. Its multiplicity is 1. Its molar mass is 394.52 u. As for the total charge: +1. The value obtained for the gap between HOMO and LUMO is 0.1993 hartree. For the highest occupied orbital energy, the calculation gives -10.446 eV.

Cartesian coordinates (Å):
Zr1 0.4670 -0.2903 -0.7134
O1 -1.7989 -3.1798 1.6715
C1 -1.0139 -2.2508 1.2161
O2 -1.1540 -1.6985 0.1228
C2 0.1433 -1.8891 2.0746
C3 0.4344 -2.3426 3.3417
C4 1.5987 -1.8531 3.9431
C5 2.4120 -0.9581 3.2676
C6 2.0400 -0.5701 1.9855
N1 0.9367 -1.0357 1.4251
C7 2.8294 0.3603 1.0793
O3 3.7967 0.9472 1.4518
O4 2.2859 0.4040 -0.1340
H1 -2.5396 -3.3488 1.0613
H2 -0.2116 -3.0458 3.8470
H3 1.8629 -2.1831 4.9385
H4 3.3209 -0.5578 3.6950
C8 0.2950 -1.5377 -4.1657
C9 0.4398 -1.2042 -2.7370
O5 0.9283 -2.0320 -1.9210
H5 0.8052 -0.7696 -4.7520
H6 -0.7621 -1.4478 -4.4305
H7 0.6700 -2.5304 -4.4087
C10 0.4832 2.3283 -2.7636
C11 -0.5550 2.4386 -1.6938
C12 -1.4366 3.4443 -1.4480
C13 -2.2070 3.0674 -0.3065
C14 -1.7671 1.8464 0.1007
C15 -2.2418 1.0283 1.2569
N2 -0.7327 1.4269 -0.7433
H8 0.6647 3.3080 -3.2019
H9 0.1819 1.6556 -3.5706
H10 1.4523 1.9856 -2.3750
H11 -1.5114 4.3610 -2.0101
H12 -2.9855 3.6423 0.1689
H13 -2.9070 1.6299 1.8737
H14 -1.4201 0.7067 1.9099
H15 -2.8039 0.1442 0.9442

Forces on atoms 1 to 6 (eV/Å):
-0.187 0.658 -0.011
-0.172 0.120 0.021
0.151 -0.134 -0.047
0.116 0.072 -0.058
0.010 -0.049 0.017
0.013 0.069 -0.028

Record 7
This record from OMol25 describes C15H15N3O2S2 as an isolated structure. The level of theory is the ωB97M-V functional and the def2-TZVPD basis.

Its energy above the lowest of the compared OMol25 structures with the same formula, charge and spin is 583.0 kJ/mol. As for the lowest unoccupied orbital energy: -1.73 eV. Its multiplicity is 1. Its molar mass is 333.44 u. The value obtained for the gap between HOMO and LUMO is 0.2580 hartree. For the highest occupied orbital energy, the calculation gives -8.751 eV.

Cartesian coordinates (Å):
O1 3.0102 2.0563 -0.3656
O2 2.5646 0.7025 -2.1834
N1 1.9897 -1.5068 3.8593
N2 1.8713 0.7268 2.5862
S1 1.8800 0.1255 4.1982
C1 -2.9094 -0.4934 -0.1914
C2 -1.1559 1.0277 0.4900
C3 -2.1817 -0.7980 -1.4299
C4 1.7923 -2.8729 0.4999
C5 1.9668 -1.7212 -0.1814
C6 -0.5477 0.7788 -0.7157
C7 -2.3706 0.3035 0.7631
C8 -1.0898 -0.0150 -1.7138
C9 1.8637 -2.7575 1.8931
C10 2.0165 -0.4454 0.4135
C11 1.9265 -1.5520 2.5648
C12 1.9769 -0.3794 1.8239
N3 0.5694 1.6565 -0.9008
C13 -2.9714 0.3463 2.1314
C14 -0.5688 0.0216 -3.0801
C15 0.4066 2.8992 -1.6405
S2 2.1898 0.9836 -0.7410
H1 -3.8367 -1.0773 -0.0786
H2 -0.8068 1.7283 1.1894
H3 -2.6201 -1.4976 -2.1285
H4 1.5669 -3.7592 0.0128
H5 1.8361 -1.8564 -1.2648
H6 1.5618 -3.5486 2.4944
H7 -2.4395 0.8816 2.8335
H8 -3.0042 -0.6404 2.6345
H9 -3.9557 0.8363 2.0434
H10 -1.2729 0.6056 -3.6300
H11 0.4148 0.3855 -3.2270
H12 -0.5899 -1.0445 -3.4937
H13 0.1344 3.5725 -0.8329
H14 -0.4193 2.9003 -2.4170
H15 1.2027 3.4273 -2.2152

Forces on atoms 1 to 6 (eV/Å):
1.336 1.362 3.005
-0.997 -1.935 3.229
-0.748 2.721 2.158
0.381 -1.185 2.117
0.276 -0.535 -2.714
0.756 -2.507 -2.888